1.
Molecular formula: C23H56BBrI2O6
Method: DFT, ωB97M-V with the def2-TZVPD basis set

Each line ends with the Mulliken charge.
Atoms and positions in Å:
C 4.4288 0.7575 -0.5709  -0.82
C 4.1209 1.1960 -2.0142  0.13
C 4.1607 2.7160 -2.2019  -1.24
C 2.8988 3.4187 -1.6902  -0.14
C 1.7353 3.3348 -2.6750  -0.05
C 0.4943 4.1602 -2.2909  -0.84
C 0.1467 4.2940 -0.8073  -0.72
C -0.6376 3.1358 -0.1084  -0.49
B -0.8182 1.7648 -0.8340  -0.52
Br 0.5709 0.4276 -0.7998  0.12
C -2.1813 1.3143 -1.4553  -0.05
I -3.6227 1.2088 0.0829  0.05
C -2.5469 0.9743 -2.6798  0.43
C -3.9257 0.5671 -3.1142  -1.43
I -1.1288 0.9821 -4.2215  0.05
H 3.5194 0.5234 -0.0156  -0.08
H 5.0634 -0.1289 -0.5598  0.36
H 4.9493 1.5479 -0.0265  0.42
H 3.1239 0.8412 -2.2918  -0.09
H 4.8317 0.7256 -2.6971  0.33
H 5.0295 3.1199 -1.6752  0.41
H 4.2904 2.9572 -3.2622  0.40
H 2.6092 2.9929 -0.7231  0.03
H 3.1230 4.4738 -1.4983  0.36
H 2.0954 3.7160 -3.6366  0.37
H 1.4799 2.2894 -2.8576  -0.04
H -0.3809 3.7885 -2.8341  0.19
H 0.6567 5.1729 -2.6719  0.42
H 1.0449 4.5122 -0.2313  0.36
H -0.4811 5.1805 -0.7082  0.39
H -1.6349 3.5078 0.1366  0.36
H -0.1517 2.9279 0.8511  0.24
H -4.0067 0.5345 -4.1965  0.43
H -4.6568 1.2893 -2.7464  0.38
H -4.1716 -0.4158 -2.7074  0.32
C 3.0590 -2.4906 1.4542  -0.45
C 1.8807 -2.1672 2.3488  -0.31
O 1.7560 -0.7735 2.6198  -0.48
H 3.9860 -2.1274 1.9010  0.28
H 3.1427 -3.5691 1.3052  0.37
H 2.9472 -2.0319 0.4712  -0.18
H 1.9998 -2.6356 3.3258  0.33
H 0.9510 -2.5441 1.9078  0.22
H 1.6113 -0.3010 1.7927  0.16
C -5.0328 1.7372 4.6069  -1.04
C -6.3494 1.2859 4.0051  0.02
O -6.6393 1.9600 2.7800  -0.48
H -5.0388 2.8143 4.7766  0.27
H -4.8467 1.2339 5.5566  0.34
H -4.2007 1.5068 3.9356  0.28
H -7.1782 1.5268 4.6701  0.31
H -6.3536 0.2022 3.8509  0.10
H -5.9193 1.7782 2.1671  0.17
C -7.6376 -2.1885 0.3323  -1.13
C -7.4732 -1.3713 1.5992  0.06
O -6.8748 -2.1261 2.6513  -0.52
H -8.2404 -3.0756 0.5278  0.30
H -8.1218 -1.6016 -0.4496  0.34
H -6.6657 -2.5178 -0.0443  0.31
H -8.4415 -1.0484 1.9782  0.30
H -6.8806 -0.4721 1.4030  0.06
H -6.0085 -2.4210 2.3514  0.30
C 4.8015 1.2649 4.3748  -0.96
C 3.8418 2.4264 4.1986  -0.25
O 3.2486 2.4371 2.9052  -0.43
H 5.5855 1.3032 3.6176  0.23
H 5.2666 1.2887 5.3618  0.37
H 4.2731 0.3149 4.2675  0.23
H 4.3664 3.3773 4.2912  0.29
H 3.0649 2.3974 4.9703  0.28
H 2.7725 1.6048 2.8057  0.26
C 4.4569 -3.6870 -3.3106  -1.33
C 3.2241 -3.6371 -2.4293  -0.04
O 2.9674 -2.3217 -1.9390  -0.21
H 5.3297 -3.3210 -2.7688  0.30
H 4.6533 -4.7067 -3.6444  0.41
H 4.3235 -3.0618 -4.1969  0.34
H 3.3654 -4.2539 -1.5413  0.23
H 2.3510 -4.0250 -2.9602  0.25
H 2.8293 -1.7420 -2.6964  0.12
C -0.6557 -4.0685 -1.3571  -0.69
C -0.6918 -5.3709 -2.1336  -0.46
O 0.5949 -5.9711 -2.2504  -0.49
H 0.0301 -3.3596 -1.8238  0.11
H -1.6473 -3.6154 -1.3092  0.36
H -0.3114 -4.2372 -0.3334  0.26
H -1.0255 -5.1972 -3.1563  0.29
H -1.3931 -6.0741 -1.6715  0.33
H 0.9194 -6.1550 -1.3626  0.30

The calculation puts the maximum force at 0.386 eV/Å. The LUMO energy is -0.527 eV. The multiplicity is 1.

***

2.
Molecular formula: C19H10Cl5IrN6O6S3
Method: DFT, ωB97M-V with the def2-TZVPD basis set

Each line ends with the natural charge from an NBO analysis.
Atoms and positions in Å:
Ir -0.3903 0.5204 0.4457  1.08
N -3.5993 1.7422 0.0287  -0.77
C -2.6555 2.6176 0.4085  0.31
N -1.4404 2.2609 0.7275  -0.50
C -0.6850 3.3087 1.2404  0.13
C -1.2972 4.5059 1.2011  -0.42
S -2.9119 4.3153 0.5879  0.43
C 0.5313 2.8280 1.9122  0.12
C 1.4495 3.4808 2.6379  -0.41
S 2.4177 2.3417 3.5151  0.42
C 1.5323 1.0234 2.8163  0.33
N 0.6099 1.4264 1.9615  -0.47
N 1.7511 -0.2304 3.1848  -0.78
H -3.3081 0.7898 -0.1576  0.43
H -4.4384 2.0660 -0.4181  0.41
H -0.9491 5.4556 1.5674  0.25
H 1.5531 4.5419 2.7817  0.25
H 2.5323 -0.4309 3.7836  0.40
H 1.2838 -1.0259 2.7158  0.46
O -2.1660 -1.3740 0.7882  -0.56
N -2.4271 -0.9737 1.9512  0.72
O -3.2171 -1.5268 2.6782  -0.40
O -1.8059 0.0798 2.3152  -0.56
Cl 3.0904 0.5668 0.3608  0.02
C 2.2347 1.2842 -0.9682  -0.07
C 0.8380 1.3994 -0.9523  -0.23
C 0.3016 1.9842 -2.1123  0.03
Cl -1.4176 2.1145 -2.3319  0.01
C 1.0734 2.4503 -3.1755  -0.12
Cl 0.3478 3.1799 -4.5565  0.05
C 2.4566 2.3167 -3.1375  -0.08
Cl 3.4253 2.8701 -4.4431  0.06
C 3.0366 1.7225 -2.0244  -0.08
Cl 4.7475 1.5329 -1.9857  0.06
O 0.6202 -2.4954 2.0011  -0.62
C 0.4662 -2.4321 0.7929  0.70
N 0.6100 -1.2868 0.0506  -0.90
S 0.1614 -1.5350 -1.5079  2.30
O 1.1750 -1.3764 -2.5038  -0.90
O -1.0259 -0.6958 -1.6098  -0.93
C -0.2111 -3.2416 -1.3408  -0.23
C -0.6136 -4.1492 -2.3003  -0.20
C -0.7635 -5.4656 -1.8868  -0.18
C -0.4991 -5.8429 -0.5706  -0.19
C -0.0803 -4.9150 0.3712  -0.15
C 0.0618 -3.6013 -0.0391  -0.15
H -0.8118 -3.8477 -3.3195  0.24
H -1.0905 -6.2124 -2.5981  0.22
H -0.6248 -6.8783 -0.2831  0.22
H 0.1220 -5.1883 1.3976  0.24

The calculation puts the maximum force at 0.695 eV/Å. The LUMO energy is -0.136 eV. The multiplicity is 1. The value obtained for the relative energy (zero: lowest compared OMol25 entry of this formula, charge and spin) is 2.0 kJ/mol.

***

3.
Molecular formula: C18H26F3N2O25S7
Method: DFT, ωB97M-V with the def2-TZVPD basis set

Each line ends with the Mulliken charge.
Atoms and positions in Å:
C -3.4506 -5.5117 5.2772  -1.13
S -4.5191 -4.5178 4.2876  1.42
O -5.4876 -5.4056 3.6962  -0.67
O -3.7520 -3.7061 3.3708  -0.59
C -5.3429 -3.4932 5.5149  -1.18
C -4.9992 -2.0001 5.6317  -0.18
C -3.5666 -1.5245 5.6792  0.46
F -3.1621 -1.1876 4.4479  -0.23
F -2.7179 -2.4701 6.0992  -0.29
F -3.3817 -0.4457 6.4157  -0.30
C -5.8977 -1.7129 6.8641  0.38
O -5.6550 -1.0209 7.8261  -0.64
N -7.0610 -2.4370 6.6365  -0.46
C -6.8721 -3.4115 5.5080  1.45
N -7.4410 -2.7516 4.3427  -0.66
C -7.6805 -3.2725 3.2786  0.53
S -7.9056 -3.8845 1.8582  -0.41
C -7.5596 -4.7630 5.9575  0.35
O -8.7817 -4.8050 5.8122  -0.73
O -6.7559 -5.5732 6.4691  -0.70
H -4.0749 -6.2619 5.7633  0.38
H -2.9861 -4.8993 6.0504  0.31
H -2.6802 -5.9283 4.6316  0.45
H -5.1050 -3.9257 6.4874  0.60
H -5.4694 -1.3741 4.8644  0.42
H -7.4095 -2.8973 7.4706  0.38
C -0.4816 -1.0563 1.9928  -0.39
C -1.0442 0.3234 2.2393  -0.30
O -0.0160 1.2099 1.7575  -0.35
S 0.7219 0.5355 0.5173  1.08
O 0.1659 1.0497 -0.6890  -0.54
O 2.1227 0.5947 0.7419  -0.62
O 0.1954 -0.9461 0.7199  -0.12
H 0.2541 -1.3324 2.7484  0.29
H -1.2485 -1.8242 1.9352  0.38
H -1.2387 0.5174 3.2895  0.23
H -1.9526 0.4998 1.6610  0.33
C 2.4332 3.3801 -3.3495  0.20
C 1.1096 2.6487 -3.3805  -0.38
O 0.4030 3.2620 -4.4843  -0.31
S 1.4310 3.6893 -5.6097  1.11
O 1.4791 2.6756 -6.6100  -0.54
O 1.2040 5.0491 -5.9501  -0.57
O 2.7599 3.5764 -4.7453  -0.28
H 2.3423 4.3564 -2.8769  -0.19
H 3.2185 2.8100 -2.8622  0.39
H 0.5417 2.7603 -2.4633  0.32
H 1.2360 1.5882 -3.6003  0.23
C 5.2712 2.6101 -8.3881  -0.32
C 4.3244 1.4915 -8.7446  -0.21
O 5.1407 0.3082 -8.6975  -0.32
S 6.2596 0.4770 -7.5690  1.09
O 5.8405 -0.1635 -6.3752  -0.52
O 7.5212 0.1841 -8.1502  -0.54
O 6.1138 2.0578 -7.3678  -0.30
H 5.8981 2.8913 -9.2371  0.28
H 4.7441 3.4852 -8.0177  0.31
H 3.8955 1.6104 -9.7354  0.30
H 3.5248 1.3933 -8.0082  0.24
C 3.1921 -5.2470 -0.4943  -0.34
C 1.7559 -5.5425 -0.8791  -0.37
O 0.9890 -4.6379 -0.0772  -0.30
S 1.7978 -3.2728 0.1315  1.26
O 1.3748 -2.3536 -0.8525  -0.53
O 1.8369 -2.9998 1.5222  -0.56
O 3.2310 -3.8253 -0.3358  -0.32
H 3.4549 -5.7119 0.4582  0.28
H 3.9050 -5.5487 -1.2569  0.30
H 1.4590 -6.5646 -0.6622  0.30
H 1.5669 -5.3205 -1.9313  0.28
C 3.9435 8.7598 -0.6387  -0.31
C 4.1007 8.9086 -2.1387  -0.32
O 4.1354 7.5575 -2.6174  -0.31
S 3.2023 6.6343 -1.7100  1.22
O 1.9316 6.4928 -2.3256  -0.57
O 3.9557 5.5050 -1.3016  -0.56
O 3.0469 7.6513 -0.4892  -0.31
H 4.8900 8.5081 -0.1572  0.28
H 3.5171 9.6409 -0.1677  0.30
H 5.0151 9.4213 -2.4222  0.30
H 3.2426 9.4135 -2.5863  0.29

The calculation puts the maximum force at 1.438 eV/Å. The LUMO energy is 1.272 eV. The net charge is -1. The multiplicity is 1.

***

4.
Molecular formula: C3H4O2S
Method: DFT, ωB97M-V with the def2-TZVPD basis set

Each line ends with the natural charge from an NBO analysis.
Atoms and positions in Å:
C 0.7653 2.7065 -0.1371  -0.08
C 1.0023 1.5650 0.1751  -0.34
C -0.0128 -1.1674 0.1526  -0.84
O 2.1333 -0.5235 1.4422  -0.89
O 2.4131 -0.3701 -1.1943  -0.85
S 1.5492 -0.1393 0.1752  2.00
H 0.2718 3.5937 -0.1342  0.23
H -0.9504 -0.6464 0.3031  0.25
H -0.0059 -1.6409 -0.8434  0.25
H -0.1311 -2.0786 0.8106  0.27

The calculation puts the maximum force at 7.285 eV/Å. The LUMO energy is 0.278 eV. The structure (SMILES) is C#CS(C)(=O)=O. The multiplicity is 1. The value obtained for the relative energy (zero: lowest compared OMol25 entry of this formula, charge and spin) is 473.9 kJ/mol.